Record 1
51
Properties=species:S:1:pos:R:3:forces:R:3:lowdin_charge:R:1 method="wB97M-V/def2-TZVPD" multiplicity=1 total_energy_ev=-44474.8050 homo_ev=-9.0
F 1.752 1.931 3.367 -2.003 0.244 1.741 -0.106
F 2.039 -3.213 2.908 -2.472 3.094 -0.058 0.068
F -1.380 -2.924 1.278 2.113 1.933 2.064 0.077
O 1.593 -2.915 0.007 -2.666 3.304 -1.154 0.061
O -3.107 2.076 1.048 0.156 5.328 2.716 -0.186
O 1.255 1.033 -3.332 -2.380 -3.298 2.901 0.040
O -1.046 -3.113 3.526 1.553 2.707 -5.321 0.111
O 2.502 -0.985 3.095 -4.564 -4.208 -0.952 0.116
N 0.902 -5.682 -3.961 0.100 3.693 1.807 0.079
N 0.242 -1.408 2.592 0.077 -2.534 -2.978 0.075
C 0.994 3.960 -1.998 -2.025 -1.233 0.306 0.005
C 0.262 -1.283 -2.986 0.074 -1.850 2.316 0.054
C 0.691 0.219 -2.551 0.886 0.931 -0.895 -0.244
C -3.270 3.182 -0.136 -1.244 0.939 2.032 -0.074
C 1.096 -4.465 -3.453 0.046 -2.315 -0.922 -0.341
C 1.609 -1.849 2.887 5.243 2.945 0.724 -0.295
C 0.460 -0.626 0.026 -0.655 2.587 0.881 0.047
C -2.634 3.456 1.415 1.313 -2.770 -1.778 -0.144
C 0.349 -2.376 -2.050 -0.887 2.899 -1.272 -0.117
C -0.302 1.060 1.983 0.350 -1.007 -2.618 -0.006
C -0.413 2.238 0.934 1.342 -2.480 -0.573 -0.060
C -0.070 2.019 -0.591 0.094 -1.807 2.918 -0.037
C -0.910 3.681 1.436 -2.604 -1.941 -0.495 -0.053
C 2.434 -3.650 -3.818 -0.932 -0.099 0.259 -0.058
C -0.044 -3.880 -2.450 2.066 0.687 0.126 -0.086
C -0.174 3.231 -1.632 2.411 0.566 0.116 -0.142
C 0.151 -0.388 1.527 -0.229 4.331 -2.743 -0.053
C -0.724 -2.505 2.464 -2.171 -3.427 5.092 -0.298
C -0.670 1.274 3.554 -0.212 -0.010 -1.496 -0.113
C 0.359 0.576 -1.002 -0.587 0.163 1.932 0.038
C 0.601 1.959 4.269 -0.274 -0.509 -0.313 -0.134
C 0.875 -2.044 -0.550 1.046 -1.724 -0.616 -0.231
H 0.848 1.333 5.198 -0.046 1.239 -1.382 0.128
H -0.990 0.271 4.041 0.904 1.662 -0.940 0.122
H -3.287 4.128 2.177 1.351 -1.830 -2.036 0.169
H -4.030 4.048 0.123 -0.074 -1.498 0.439 0.069
H -1.049 -3.970 -2.991 1.415 0.363 0.991 0.128
H -0.646 3.915 2.523 -0.122 -0.313 -1.677 0.099
H -1.624 1.934 3.599 1.759 -0.908 -0.034 0.114
H -4.119 2.494 -0.444 1.451 0.579 -1.300 0.131
H 2.857 -3.145 -2.872 -0.553 -0.928 -1.482 0.085
H -0.705 4.527 0.696 -0.052 -1.332 1.198 0.114
H 0.345 3.051 4.512 0.769 -1.634 -0.280 0.115
H 1.077 4.470 -3.031 -0.590 -0.301 2.135 0.079
H 2.132 -2.804 -4.528 0.522 -1.156 0.938 0.076
H -0.014 -5.976 -3.570 0.508 -0.202 -0.435 0.036
H -0.135 -1.516 -4.046 0.965 0.755 1.767 0.138
H 3.205 -4.333 -4.337 -1.421 1.028 0.988 0.090
H -1.227 3.488 -2.021 1.966 -0.925 0.188 0.102
H 1.924 4.039 -1.332 -1.385 -0.876 -1.270 0.081
H 0.019 -4.542 -1.503 -0.335 1.139 -1.555 0.131

Record 2
20
Properties=species:S:1:pos:R:3:forces:R:3:lowdin_spin:R:1 method="wB97M-V/def2-TZVPD" de_lowest_ev=0.0000 multiplicity=6 total_energy_ev=-47384.7711 homo_ev="-6.2 / -6.3" s_squared=8.756
Cr 0.564 0.397 -1.366 -0.029 -0.087 -0.204 4.657
Mg 1.647 -1.424 0.671 0.547 0.512 -0.186 0.031
O -1.357 0.518 -0.577 -0.847 0.666 -0.063 0.075
O 0.004 -1.716 -0.245 0.414 -0.384 0.788 0.057
O 3.494 -1.242 1.381 -0.590 -0.470 0.011 0.005
O 1.944 0.385 0.006 0.056 -0.349 -0.189 0.085
C -2.369 1.377 -1.067 -0.605 0.281 -0.143 0.026
C 4.106 -0.163 1.082 0.284 0.072 -0.007 0.004
C -1.703 -0.273 0.554 -0.159 -0.533 0.405 0.006
C 3.259 0.791 0.241 0.570 0.615 0.252 0.023
C -1.319 -1.696 0.185 -0.234 0.054 -0.206 0.006
H 3.267 1.759 0.782 0.069 -0.291 -0.138 0.002
H -1.584 -2.353 1.031 0.406 -0.025 -0.041 0.001
H -2.767 -0.219 0.830 0.112 0.159 -0.514 0.001
H 3.836 0.968 -0.690 -0.230 -0.126 0.241 0.005
H -1.166 0.137 1.423 0.200 -0.303 -0.172 0.001
H -2.885 0.877 -1.896 -0.038 0.195 0.096 0.001
H -3.095 1.590 -0.268 0.219 0.119 -0.307 0.002
H -1.961 -2.026 -0.654 -0.018 0.186 0.233 0.001
H -1.913 2.310 -1.423 -0.128 -0.292 0.145 0.012

Record 3
77
Properties=species:S:1:pos:R:3:forces:R:3:lowdin_charge:R:1 method="wB97M-V/def2-TZVPD" multiplicity=1 total_energy_ev=-67528.5162 homo_ev=-9.0
P -2.835 -5.123 1.537 0.377 -9.521 -2.123 0.777
P 2.827 -1.181 1.552 1.528 0.638 -9.664 0.784
O -4.952 6.975 -1.572 1.726 0.464 -1.669 -0.153
O 4.165 -1.091 0.567 0.135 0.363 1.329 -0.264
O -1.480 -6.073 1.503 0.329 0.850 0.051 -0.251
O -2.750 -4.770 0.032 -0.357 3.985 2.568 -0.212
O -2.931 -5.519 3.219 0.161 3.966 -0.652 -0.272
O 4.763 8.718 -3.580 -6.212 -5.773 3.606 -0.027
O -3.975 -6.307 1.277 -0.414 1.099 0.706 -0.268
O 2.874 0.547 1.633 -0.884 -1.856 3.689 -0.269
O 2.785 -2.727 1.480 -0.523 1.371 4.498 -0.215
O 2.815 4.582 -1.248 -0.394 7.664 -4.423 -0.059
O 1.656 -0.986 0.399 -0.624 -0.217 0.789 -0.247
N -0.663 5.172 -1.633 2.008 2.575 0.815 0.032
N 4.014 6.505 -2.418 -1.316 1.475 0.451 0.081
C 2.188 8.001 -3.051 -4.874 -0.268 0.030 -0.021
C -0.221 -5.428 1.432 0.596 -0.060 0.065 -0.293
C -2.345 -7.905 3.497 0.153 -0.028 -0.542 -0.076
C 3.442 1.402 0.648 0.788 0.796 -0.595 -0.283
C -5.055 -6.045 0.390 -0.112 -0.248 -0.599 -0.301
C -3.469 6.802 -1.450 -0.245 -1.504 -1.497 -0.235
C 0.154 -4.819 2.768 0.181 0.090 0.143 -0.084
C 5.243 -1.993 0.779 0.196 -0.510 -0.373 -0.300
C -0.247 -0.137 1.624 -0.102 0.097 0.154 -0.078
C 2.681 1.444 -0.664 0.000 -0.530 -0.264 -0.077
C -1.180 7.611 -2.778 4.153 1.250 -0.679 -0.075
C -4.841 -6.811 -0.905 0.004 -0.151 -0.122 -0.076
C 1.146 9.151 -3.580 -0.553 -2.622 1.080 -0.004
C 2.757 5.754 -1.934 0.089 -2.710 2.154 -0.203
C -0.481 8.971 -3.447 2.296 -2.963 1.422 0.002
C 3.824 7.885 -3.080 1.390 1.626 -1.171 -0.215
C 1.473 6.674 -2.373 0.227 2.490 -1.359 0.025
C 0.314 -1.253 0.766 -0.480 0.074 -0.259 -0.294
C -3.330 -6.777 3.747 -0.682 -0.734 0.504 -0.292
C -0.146 6.459 -2.236 1.262 2.111 -1.151 -0.100
C 5.248 -3.040 -0.323 0.034 -0.075 -0.177 -0.076
C -2.818 7.547 -2.757 1.100 1.057 0.592 -0.168
H -5.167 -4.972 0.206 0.090 -0.178 -0.067 0.103
H -5.976 -6.387 0.871 0.082 -0.018 0.109 0.115
H -3.856 -6.611 -1.336 -0.140 0.191 0.101 0.072
H -4.887 -7.889 -0.719 -0.083 0.132 0.013 0.077
H -2.343 -8.205 2.446 0.033 0.057 0.144 0.073
H -3.283 5.626 -1.526 -0.151 2.588 0.178 0.121
H 1.607 10.124 -4.094 -1.274 -2.379 1.302 0.108
H 2.800 0.512 -1.223 -0.063 0.082 0.108 0.074
H -0.225 -4.669 0.644 0.012 -0.049 -0.051 0.100
H -3.161 7.121 -3.795 0.502 0.414 2.176 0.132
H -0.539 -4.014 3.034 0.008 0.049 0.040 0.067
H -1.103 5.448 -0.706 0.457 -0.479 -1.521 0.092
H -1.193 9.833 -3.838 1.750 -2.041 0.926 0.101
H -1.327 -7.605 3.762 -0.172 -0.035 0.019 0.072
H 4.502 1.176 0.493 -0.246 -0.142 -0.031 0.113
H 0.103 -5.564 3.565 -0.013 0.048 -0.106 0.074
H -0.266 -1.330 -0.160 0.200 -0.039 0.041 0.127
H -3.198 8.678 -2.717 0.912 -2.413 -0.101 0.132
H 1.611 1.597 -0.493 0.153 0.047 0.004 0.072
H 4.275 -3.528 -0.423 0.096 0.048 0.228 0.071
H 5.462 -2.571 -1.289 0.056 -0.023 0.146 0.078
H -4.339 -7.042 3.418 0.247 0.048 -0.131 0.111
H -2.614 -8.785 4.090 -0.114 0.191 0.076 0.081
H -5.119 7.113 -2.571 0.353 -0.400 2.470 0.104
H 1.166 -4.405 2.735 -0.113 0.012 -0.062 0.059
H 0.281 -0.082 2.581 -0.061 0.021 0.027 0.071
H -1.309 -0.300 1.825 0.088 -0.010 0.005 0.078
H -3.052 7.163 -0.414 -1.080 -0.268 -2.150 0.136
H 4.829 6.485 -1.765 -0.897 -0.395 -0.939 0.143
H 3.417 2.408 1.081 -0.183 -0.213 0.286 0.118
H -3.403 -6.633 4.831 0.124 0.376 -0.117 0.118
H 6.006 -3.805 -0.131 -0.029 0.069 -0.039 0.076
H 0.518 -6.187 1.156 -0.205 0.021 -0.028 0.125
H 5.185 -2.456 1.769 -0.050 -0.019 -0.199 0.103
H 6.173 -1.420 0.745 -0.090 0.107 -0.003 0.116
H -0.125 0.832 1.134 -0.022 -0.129 0.018 0.073
H 0.207 4.641 -1.344 -1.220 0.597 -0.532 0.078
H 3.053 2.256 -1.295 0.033 -0.042 0.306 0.056
H -5.605 -6.550 -1.643 0.035 -0.050 0.058 0.076
H 0.244 -2.216 1.281 0.015 -0.048 -0.035 0.086